Entry from OMol25: a 9-piece molecular cluster, C23H61FNO12P overall (wB97M-V/def2-TZVPD).

As for the strongest force on any atom: 1.953 eV/Å. For the lowest unoccupied orbital energy, the calculation gives -0.08 eV. Its structure (SMILES) is N=P(O)(O)[C@@H]1C[C@H](CCCF)OC1=O.CCO.CCO.CCO.CCO.CCO.CCO.CCO.CCO.

Bonds (Å) are listed after each position.
CARTESIAN COORDINATES (ANGSTROEM)
1 P 1.31 -0.39 3.94  O4 1.614, O10 1.598, N15 1.539, C22 1.817
2 F 6.62 -1.70 6.80  C28 1.379
3 O 1.51 -6.16 0.76  C25 1.425, H51 0.962
4 O 0.70 -0.06 5.40  P1 1.614, H89 0.961
5 O 3.13 -2.75 2.60  C23 1.218
6 O -0.25 -0.08 -8.07  C19 1.427, H48 0.961
7 O -0.25 3.26 0.20  C16 1.428, H73 0.962
8 O 4.90 -1.35 2.91  C17 1.439, C23 1.350
9 O 5.39 3.02 2.17  C36 1.430, H82 0.960
10 O 0.58 -1.72 3.45  P1 1.598, H71 0.966
11 O -8.74 3.99 -1.92  C35 1.427, H99 0.961
12 O -6.18 1.96 -4.81  C20 1.434, H92 0.960
13 O -2.86 -2.39 5.41  C27 1.427, H42 0.961
14 O -0.56 0.68 -4.18  C26 1.433, H86 0.960
15 N 1.14 0.80 2.98  P1 1.539, H67 1.014
16 C 0.02 2.40 -0.91  O7 1.428, C18 1.514, H50 1.096, H68 1.088
17 C 5.28 -0.64 4.10  O8 1.439, C24 1.510, C29 1.501, H40 1.088
18 C -0.65 1.06 -0.75  C16 1.514, H57 1.094, H66 1.089, H78 1.091
19 C 0.35 0.72 -9.09  O6 1.427, C34 1.518, H65 1.088, H83 1.095
20 C -6.32 2.89 -3.73  O12 1.434, C38 1.518, H56 1.086, H87 1.089
21 C -2.80 0.84 -5.12  C26 1.517, H47 1.094, H58 1.090, H61 1.090
22 C 3.03 -0.90 4.25  P1 1.817, C23 1.547, C24 1.519, H54 1.091
23 C 3.65 -1.80 3.15  O5 1.218, O8 1.350, C22 1.547
24 C 4.06 0.21 4.36  C17 1.510, C22 1.519, H44 1.086, H79 1.074
25 C 2.57 -6.98 1.23  O3 1.425, C31 1.517, H60 1.089, H98 1.095
26 C -1.34 1.25 -5.23  O14 1.433, C21 1.517, H77 1.094, H95 1.090
27 C -3.49 -2.65 4.15  O13 1.427, C33 1.517, H59 1.089, H88 1.095
28 C 7.66 -0.96 6.26  F2 1.379, C32 1.500, H76 1.081, H94 1.081
29 C 6.65 -0.04 4.14  C17 1.501, C32 1.532, H41 1.081, H64 1.076
30 C 5.48 1.63 0.17  C36 1.517, H75 1.093, H80 1.091, H85 1.090
31 C 2.77 -6.82 2.73  C25 1.517, H39 1.093, H69 1.091, H81 1.091
32 C 7.64 -1.03 4.77  C28 1.500, C29 1.532, H53 1.082, H72 1.079
33 C -2.73 -3.68 3.34  C27 1.517, H43 1.091, H70 1.092, H74 1.091
34 C 0.35 0.01 -10.43  C19 1.518, H45 1.091, H55 1.090, H91 1.092
35 C -10.11 3.63 -2.09  O11 1.427, C37 1.518, H84 1.089, H93 1.095
36 C 4.71 2.66 0.97  O9 1.430, C30 1.517, H52 1.094, H96 1.089
37 C -11.04 4.54 -1.30  C35 1.518, H46 1.091, H49 1.092, H63 1.090
38 C -5.72 2.34 -2.44  C20 1.518, H62 1.093, H90 1.090, H97 1.091
39 H 3.02 -5.79 2.97  C31 1.093
40 H 5.22 -1.41 4.88  C17 1.088
41 H 6.98 0.12 3.12  C29 1.081
42 H -1.98 -2.06 5.21  O13 0.961
43 H -3.22 -3.87 2.39  C33 1.091
44 H 3.91 0.89 3.53  C24 1.086
45 H 0.80 0.64 -11.20  C34 1.091
46 H -12.08 4.26 -1.44  C37 1.091
47 H -2.90 -0.25 -5.18  C21 1.094
48 H 0.26 -0.89 -8.00  O6 0.961
49 H -10.81 4.48 -0.23  C37 1.092
50 H 1.10 2.28 -1.01  C16 1.096
51 H 1.73 -5.24 0.96  O3 0.962
52 H 4.54 3.56 0.37  C36 1.094
53 H 7.40 -2.04 4.49  C32 1.082
54 H 3.01 -1.39 5.23  C22 1.091
55 H -0.66 -0.24 -10.73  C34 1.090
56 H -7.38 3.12 -3.59  C20 1.086
57 H -0.30 0.57 0.16  C18 1.094
58 H -3.40 1.29 -5.91  C21 1.090
59 H -4.49 -3.01 4.38  C27 1.089
60 H 2.30 -8.01 0.99  C25 1.089
61 H -3.20 1.15 -4.16  C21 1.090
62 H -6.22 1.42 -2.15  C38 1.093
63 H -10.90 5.57 -1.60  C37 1.090
64 H 6.67 0.87 4.71  C29 1.076
65 H -0.24 1.64 -9.14  C19 1.088
66 H -0.45 0.41 -1.60  C18 1.089
67 H 0.66 1.52 3.51  N15 1.014
68 H -0.35 2.91 -1.80  C16 1.088
69 H 1.86 -7.08 3.26  C31 1.091
70 H -1.71 -3.33 3.14  C33 1.092
71 H 0.87 -2.45 4.01  O10 0.966
72 H 8.65 -0.83 4.43  C32 1.079
73 H 0.08 2.82 0.99  O7 0.962
74 H -2.64 -4.62 3.89  C33 1.091
75 H 6.47 2.02 -0.11  C30 1.093
76 H 7.58 0.05 6.63  C28 1.081
77 H -0.93 0.93 -6.20  C26 1.094
78 H -1.73 1.18 -0.65  C18 1.091
79 H 4.09 0.81 5.25  C24 1.074
80 H 5.65 0.73 0.77  C30 1.091
81 H 3.58 -7.46 3.09  C31 1.091
82 H 6.24 3.39 1.94  O9 0.960
83 H 1.37 0.98 -8.79  C19 1.095
84 H -10.33 3.70 -3.16  C35 1.089
85 H 4.95 1.35 -0.73  C30 1.090
86 H -0.63 -0.28 -4.25  O14 0.960
87 H -5.81 3.80 -4.03  C20 1.089
88 H -3.58 -1.71 3.60  C27 1.095
89 H 0.89 -0.75 6.03  O4 0.961
90 H -4.67 2.11 -2.58  C38 1.090
91 H 0.92 -0.92 -10.37  C34 1.092
92 H -6.64 1.15 -4.56  O12 0.960
93 H -10.25 2.59 -1.79  C35 1.095
94 H 8.57 -1.38 6.67  C28 1.081
95 H -1.24 2.33 -5.15  C26 1.090
96 H 3.74 2.27 1.26  C36 1.089
97 H -5.82 3.06 -1.63  C38 1.091
98 H 3.49 -6.73 0.69  C25 1.095
99 H -8.53 3.92 -0.99  O11 0.961

Atom charges from the Löwdin analysis, given in e for atoms 1 to 2: number 1, P, carries 0.49; number 2, F, carries -0.05